ORCA calculation (ωB97M-V/def2-TZVPD) on a molecular structure, C19H31CdFO10P.

The geometry in XYZ format:
```
63
Properties=species:S:1:pos:R:3:forces:R:3
Cd -1.068 1.052 -1.637 0.2 0.0 -0.8
F -1.825 -0.761 -1.098 -0.2 0.3 0.0
C 1.765 -3.672 2.582 0.3 -0.3 1.2
C 1.298 -3.629 1.303 -0.9 0.6 -1.7
C 0.182 -2.857 0.970 -0.5 0.1 1.1
C -0.463 -2.130 1.968 0.1 0.2 0.0
C 0.037 -2.139 3.269 0.3 -0.5 0.2
C 1.132 -2.934 3.584 0.2 0.1 -0.4
O 1.635 -2.992 4.863 -0.1 0.2 -0.4
O -0.334 -2.943 -0.286 0.4 0.2 -0.5
H 2.586 -4.317 2.874 0.1 0.1 -0.1
H 1.706 -4.109 0.417 0.4 -0.5 0.5
H -1.373 -1.595 1.722 0.0 0.0 0.1
H -0.413 -1.635 4.118 -0.4 0.2 -0.3
H 1.310 -2.208 5.318 0.0 -0.2 0.3
H -0.853 -2.148 -0.503 -0.1 -0.2 0.1
C -5.478 -0.625 2.056 -0.1 0.3 0.8
C -5.614 -0.524 3.445 0.3 -0.2 -1.0
C -4.589 0.038 4.188 -0.5 0.6 0.9
C -3.422 0.451 3.594 1.0 0.1 -0.9
C -3.228 0.258 2.232 -1.2 0.4 -0.1
C -4.303 -0.198 1.460 1.3 -0.6 -0.3
O -4.188 -0.318 0.107 -0.6 0.2 -0.8
O -4.809 0.210 5.541 -0.1 -0.6 0.3
H -6.291 -0.984 1.442 0.1 -0.1 0.0
H -6.505 -0.895 3.930 -0.1 0.2 0.1
H -2.606 0.971 4.084 -0.3 -0.2 0.6
H -2.327 0.619 1.752 0.1 -0.1 0.0
H -3.311 -0.526 -0.272 -0.1 -0.1 0.7
H -4.687 1.111 5.845 0.2 0.1 -0.3
C 2.321 1.815 1.706 -0.2 -1.2 1.5
O 2.658 2.022 0.340 -0.6 -0.2 -1.0
P 2.269 0.950 -0.760 2.6 -0.2 0.7
O 0.824 0.630 -0.844 0.9 0.1 0.1
O 2.917 1.542 -2.088 -1.4 0.0 0.2
C 4.316 1.838 -2.183 0.8 -0.3 0.3
O 3.199 -0.288 -0.390 -1.0 0.8 -0.2
C 3.056 -1.579 -1.062 -0.4 0.7 -0.1
H 1.969 2.707 2.217 0.3 0.4 -0.5
H 3.183 1.403 2.234 0.1 0.3 -0.1
H 1.543 1.059 1.874 -0.1 0.1 -0.5
H 4.575 2.684 -1.550 -0.1 -0.1 0.1
H 4.608 2.081 -3.202 -0.6 0.0 -0.1
H 4.875 0.949 -1.892 0.1 0.1 0.1
H 4.070 -1.863 -1.325 -0.1 -0.4 0.2
H 2.455 -1.476 -1.969 0.1 0.0 0.0
H 2.516 -2.223 -0.377 0.4 -0.3 0.0
C 0.779 4.041 -2.295 -0.7 0.9 0.2
O 0.269 2.822 -2.815 -0.1 -0.6 0.4
C 0.680 2.559 -4.152 -0.2 0.2 -0.3
C 0.646 1.072 -4.470 -0.2 -0.4 0.8
O -0.444 0.466 -3.765 -0.9 0.7 0.0
C -0.854 -0.849 -4.148 1.3 -0.9 -0.3
H 1.864 4.068 -2.192 0.0 -0.3 -0.2
H 0.339 4.217 -1.313 0.0 -0.3 0.0
H 0.419 4.870 -2.913 0.3 0.0 -0.1
H 1.689 2.948 -4.301 0.1 -0.1 0.0
H 0.027 3.086 -4.855 -0.1 0.1 0.2
H 1.532 0.552 -4.103 0.3 0.2 -0.4
H 0.479 0.966 -5.541 0.3 -0.2 0.0
H -0.302 -1.588 -3.554 -0.4 0.1 0.4
H -0.517 -1.095 -5.159 -0.5 0.5 -0.2
H -1.925 -0.954 -4.022 0.0 0.0 0.0
```
Forces are in eV/Å.

- charge = +1
- ΔE to the lowest compared entry with this formula, charge and spin (kJ/mol) = 61.0
- HOMO energy (eV) = -9.91

---

ORCA calculation (ωB97M-V/def2-TZVPD) on a molecular structure, C23H24NO7PS4SbSe6Zr.

The geometry in XYZ format:
```
68
Properties=species:S:1:pos:R:3:forces:R:3
Zr 1.560 0.449 -1.102 -0.8 0.4 0.3
C 2.735 -0.203 -5.812 -0.2 0.2 -0.1
Se 1.635 -0.791 -4.325 0.1 -0.4 0.0
C -0.084 -1.086 -5.224 0.1 0.1 0.1
C -1.102 -0.008 -4.917 0.0 0.2 -0.1
Se -1.419 0.096 -2.996 -0.1 -0.3 0.1
C -2.379 1.777 -2.980 0.2 0.0 0.0
H 2.870 -1.015 -6.522 0.0 0.0 0.0
H 3.701 0.049 -5.384 0.0 0.0 0.0
H 2.318 0.674 -6.304 0.0 0.0 0.1
H -0.441 -2.062 -4.896 0.0 0.0 0.0
H 0.133 -1.138 -6.291 0.0 0.0 0.0
H -2.056 -0.223 -5.401 0.0 0.0 0.0
H -0.738 0.964 -5.254 0.0 0.0 0.0
H -1.698 2.591 -3.221 0.0 0.0 0.0
H -2.755 1.903 -1.968 0.0 0.0 0.0
H -3.208 1.732 -3.682 0.0 0.0 0.0
O 0.746 -1.620 -1.442 -0.2 0.2 0.2
C 0.516 -2.512 -0.611 0.4 0.1 0.1
C 1.135 -2.646 0.670 -0.2 0.0 0.0
C 0.983 -3.896 1.291 0.1 0.1 0.1
C 1.690 -4.181 2.424 -0.1 -0.1 0.0
C 2.570 -3.240 2.990 0.0 0.0 0.0
C 2.693 -2.004 2.433 -0.1 0.1 0.1
C 1.960 -1.631 1.269 0.1 -0.2 -0.1
O 2.102 -0.459 0.794 -0.3 0.3 -0.5
N 1.544 -5.492 3.045 0.0 0.0 -0.1
O 0.772 -6.285 2.537 0.0 0.0 0.0
O 2.210 -5.727 4.037 0.0 0.0 0.0
H -0.165 -3.315 -0.914 0.0 -0.1 0.0
H 0.333 -4.647 0.861 0.0 0.0 0.0
H 3.137 -3.518 3.867 0.0 0.0 0.0
H 3.347 -1.255 2.857 0.0 0.0 0.0
Se 6.350 -1.181 -4.931 -0.1 0.0 -0.1
Sb 6.136 -0.389 -2.729 -0.3 0.2 -0.1
Se 3.793 -1.041 -1.532 0.7 0.4 -0.3
Se 7.789 -0.428 -1.088 0.2 0.0 0.3
Se 4.275 1.333 -2.258 0.5 -0.7 0.0
S 0.851 2.118 2.837 0.1 0.1 0.1
P -0.782 1.442 2.056 0.1 -0.5 -0.3
S -0.779 0.521 0.168 0.2 0.3 -0.1
C -2.113 2.677 1.966 -0.1 0.0 0.0
C -2.439 3.326 0.783 0.1 0.0 0.0
C -3.417 4.310 0.780 0.0 0.0 -0.1
C -4.076 4.644 1.952 0.0 0.0 0.0
C -3.752 3.997 3.138 0.0 0.0 0.0
C -2.772 3.020 3.146 0.0 0.0 0.0
C -1.546 0.113 3.058 0.0 0.0 0.0
C -0.955 -0.290 4.247 0.0 0.0 0.0
C -1.539 -1.293 5.013 0.0 0.0 0.0
C -2.714 -1.893 4.593 0.0 0.0 0.0
C -3.309 -1.493 3.401 0.0 -0.1 0.0
C -2.727 -0.497 2.638 0.0 0.1 0.0
H -1.901 3.078 -0.123 0.0 0.0 0.0
H -3.656 4.822 -0.144 0.0 0.0 0.0
H -4.838 5.414 1.947 0.0 0.0 0.0
H -4.262 4.256 4.058 0.0 0.0 0.0
H -2.513 2.521 4.073 0.0 0.0 0.0
H -0.034 0.188 4.557 0.0 0.0 0.0
H -1.070 -1.604 5.938 0.0 0.0 0.0
H -3.170 -2.674 5.191 0.0 0.0 0.0
H -4.225 -1.964 3.067 0.0 0.0 0.0
H -3.185 -0.192 1.704 0.0 0.0 0.0
O 1.196 2.075 -2.414 -0.4 -0.1 0.4
S 1.499 3.235 -1.427 0.7 -0.6 0.2
O 0.290 3.858 -0.984 -0.1 0.1 0.1
O 2.132 2.321 -0.306 -0.8 0.0 -0.5
S 2.823 4.387 -2.203 0.2 0.0 0.1
```
Forces are in eV/Å.

- charge = -1
- ΔE to the lowest compared entry with this formula, charge and spin (kJ/mol) = 155.1
- HOMO energy (eV) = -5.99

---

ORCA calculation (ωB97M-V/def2-TZVPD) on a molecular structure, C43H35BI2N16O2Ti.

The geometry in XYZ format:
```
100
Properties=species:S:1:pos:R:3:forces:R:3
Ti -21.123 -0.471 1.638 -0.2 0.3 0.2
C -21.305 -3.423 4.808 1.3 1.5 -0.3
C -21.899 -2.578 3.880 1.0 1.2 -0.5
N -20.974 -1.692 3.365 -0.3 -2.5 0.0
N -19.756 -2.099 3.851 -0.8 0.8 1.4
C -19.938 -2.994 4.815 -1.9 -1.2 -0.2
B -18.414 -1.575 3.329 -0.2 0.8 -1.3
N -18.412 -0.030 3.335 -1.6 0.3 -1.3
C -17.442 0.863 3.476 -1.2 2.4 -0.1
C -17.989 2.162 3.142 0.2 -1.4 -0.3
C -19.312 1.910 2.752 0.7 -1.1 0.0
N -19.553 0.573 2.811 0.5 0.9 0.5
N -18.392 -2.045 1.828 -1.9 0.3 -0.4
C -17.839 -3.135 1.300 -1.1 -0.9 -1.6
C -18.568 -3.524 0.149 0.3 0.3 -0.1
C -19.614 -2.571 0.052 1.9 0.0 1.2
N -19.532 -1.703 1.079 1.9 -1.1 -0.4
H -21.783 -4.141 5.440 0.0 -0.2 0.1
H -22.912 -2.516 3.494 0.1 0.0 0.4
H -19.160 -3.298 5.487 0.4 -0.2 -0.2
H -17.448 -1.976 3.813 0.6 -0.6 0.9
H -16.481 0.584 3.870 0.1 0.0 0.0
H -17.501 3.122 3.024 0.1 -0.3 0.5
H -20.086 2.597 2.386 0.4 -0.3 0.2
H -17.008 -3.673 1.724 0.1 0.3 0.3
H -18.328 -4.347 -0.564 -0.3 0.9 0.9
H -20.304 -2.347 -0.723 -0.7 -0.3 -0.5
I -25.141 -1.321 -1.985 0.4 -0.2 1.3
C -25.020 -0.927 0.146 1.2 0.2 -1.0
C -26.234 -0.698 0.782 -0.9 1.6 2.1
C -26.292 0.156 1.928 -0.7 -1.4 -2.0
I -27.994 0.051 3.189 0.4 0.3 -0.6
C -25.140 0.828 2.352 1.0 -1.1 0.9
C -25.126 1.731 3.450 1.5 0.1 0.4
C -23.974 1.848 4.224 -1.0 -0.2 -1.1
C -22.837 1.128 3.869 -0.2 -0.6 -2.9
N -22.747 0.432 2.696 -0.7 1.2 1.1
C -23.871 0.267 1.919 -1.6 0.0 1.1
C -23.809 -0.629 0.798 0.4 0.7 -0.3
O -22.556 -0.998 0.442 -1.0 -0.2 0.3
H -27.174 -1.128 0.426 0.5 0.1 0.0
H -25.968 2.364 3.689 -0.3 -0.3 0.0
H -23.930 2.516 5.059 0.0 0.1 0.3
H -21.931 1.248 4.399 0.9 -0.2 0.6
C -18.819 7.859 1.398 0.5 -0.6 0.1
N -19.861 6.896 1.769 -1.1 -1.0 -0.6
C -19.938 5.545 1.538 1.2 0.5 0.4
N -20.937 4.999 2.202 -0.2 0.8 -0.7
C -21.562 6.094 2.701 -1.2 1.3 0.3
N -20.977 7.289 2.443 0.1 -2.2 0.6
C -17.502 7.459 2.046 0.7 0.4 0.7
C -16.985 8.032 3.229 -0.6 -0.5 -1.0
C -15.824 7.530 3.840 0.0 1.5 1.0
C -15.151 6.474 3.296 0.7 -1.5 -0.7
C -15.637 5.927 2.094 -0.7 0.8 -0.7
C -16.753 6.469 1.436 -0.2 -0.6 0.8
C -14.989 4.845 1.402 1.3 -2.6 0.2
N -13.747 4.446 1.564 -1.5 0.8 -0.5
N -13.561 3.345 0.783 -1.4 -1.4 -1.2
C -14.713 3.032 0.217 0.3 1.8 1.3
O -15.718 3.937 0.606 2.1 0.7 0.4
C -15.118 2.031 -0.767 -1.2 -0.1 -0.3
C -14.233 1.151 -1.372 0.2 0.0 0.1
C -14.664 0.271 -2.365 0.1 0.6 0.6
C -16.002 0.231 -2.719 -0.6 -1.0 0.0
C -16.930 1.062 -2.095 0.5 0.4 0.6
C -18.325 1.125 -2.619 -0.3 0.8 -2.3
N -19.461 1.187 -1.729 -0.1 -0.4 1.7
C -19.544 1.007 -0.399 -0.4 0.1 -1.2
N -20.837 0.997 -0.048 1.5 0.5 0.8
C -21.492 1.274 -1.200 0.2 -1.3 -0.5
N -20.693 1.321 -2.248 -0.6 0.6 0.1
C -16.487 1.989 -1.160 0.8 0.1 0.4
H -19.173 8.856 1.684 0.1 -0.3 -0.2
H -18.638 7.755 0.326 -0.4 0.5 0.0
H -19.244 4.974 0.909 -0.1 0.5 0.5
H -22.572 6.012 3.179 1.4 0.3 -0.3
H -17.574 8.872 3.552 0.3 0.2 0.8
H -15.367 7.998 4.749 -0.8 -0.3 -0.9
H -14.244 6.022 3.760 -0.9 0.5 -0.4
H -17.113 6.019 0.512 0.3 0.1 0.1
H -13.193 1.146 -1.065 0.0 0.1 -0.1
H -13.888 -0.335 -2.792 -0.2 -0.4 -0.4
H -16.422 -0.534 -3.388 0.6 0.4 0.0
H -18.540 0.320 -3.361 0.3 0.5 0.6
H -18.368 2.082 -3.203 -0.1 -0.8 0.3
H -18.683 0.905 0.229 0.1 -0.2 0.3
H -22.570 1.216 -1.247 0.1 0.3 -0.3
H -17.174 2.714 -0.726 0.1 -0.2 -0.1
C -20.269 3.766 9.438 -1.7 0.9 0.0
C -19.919 4.843 8.620 0.5 1.2 0.1
C -18.692 4.776 7.927 -1.2 -0.7 0.8
N -17.928 3.682 8.046 1.2 1.2 -0.7
C -18.239 2.709 8.856 -0.8 -1.2 0.3
C -19.481 2.663 9.522 1.7 -0.1 -0.2
H -21.216 3.827 10.010 0.7 -0.1 -0.4
H -20.530 5.784 8.667 0.7 -1.1 -0.4
H -18.309 5.583 7.303 -0.2 -0.2 0.1
H -17.491 1.891 8.968 -0.7 0.6 -0.1
H -19.714 1.835 10.150 -0.2 -0.4 0.4
```
Forces are in eV/Å.

- spin multiplicity = 2
- charge = +1
- HOMO energy (spin up / spin down) (eV) = -10.25 / -10.33

---

ORCA calculation (ωB97M-V/def2-TZVPD) on C17H26N2O5S in the gas phase.

The geometry in XYZ format:
```
51
Properties=species:S:1:pos:R:3:forces:R:3
C -2.474 -2.189 -1.997 -0.1 -0.1 0.0
C -1.867 -0.857 -1.618 -0.5 0.4 0.7
S -2.976 -0.091 -0.382 0.1 0.1 -0.2
O -3.178 -1.043 0.676 0.3 -0.1 0.1
O -4.128 0.406 -1.071 0.1 0.2 -0.3
N -2.172 1.213 0.273 -0.7 -0.7 -0.2
C -1.722 2.174 -0.715 0.0 0.5 -0.6
C -1.154 3.431 -0.053 0.2 -0.3 -0.1
C -0.070 3.070 0.969 -0.2 0.1 -0.1
C 1.145 2.430 0.284 -0.2 0.5 0.5
O 1.234 2.277 -0.916 0.1 -0.2 -0.4
N 2.135 2.062 1.136 0.3 0.0 0.3
C 3.133 1.085 0.719 0.0 0.0 -0.3
C 2.462 -0.257 0.540 0.0 -0.1 -0.2
C 1.752 -0.811 1.588 0.0 -0.3 -0.2
C 0.920 -1.918 1.411 0.1 0.1 -0.1
O 0.227 -2.324 2.510 0.3 0.2 0.0
C -0.866 -3.198 2.325 -0.2 -0.1 0.0
C 0.839 -2.488 0.149 -0.1 -0.1 0.4
C 1.593 -1.975 -0.898 0.2 0.2 -0.3
C 2.406 -0.863 -0.725 -0.1 -0.1 0.2
O 3.168 -0.301 -1.704 0.0 0.1 0.3
C 3.022 -0.767 -3.022 0.0 0.0 -0.2
C -0.696 2.102 1.982 0.0 -0.1 -0.2
C -1.166 0.854 1.245 0.3 -0.3 0.6
H -3.457 -2.028 -2.432 -0.1 -0.1 -0.1
H -2.594 -2.800 -1.106 0.0 -0.1 0.0
H -1.848 -2.717 -2.714 0.0 0.0 0.0
H -0.891 -0.966 -1.151 0.1 0.1 0.0
H -1.820 -0.175 -2.460 0.1 0.1 0.0
H -2.592 2.418 -1.327 0.1 0.1 -0.1
H -0.939 1.745 -1.352 -0.1 0.1 0.0
H -1.953 3.972 0.455 0.0 0.0 0.0
H -0.734 4.067 -0.833 -0.1 0.0 0.0
H 0.270 3.978 1.479 0.0 -0.1 0.0
H 1.963 2.133 2.125 -0.1 0.0 -0.1
H 3.920 1.052 1.474 0.0 0.0 -0.1
H 3.548 1.406 -0.237 0.1 0.0 0.2
H 1.795 -0.368 2.571 0.0 0.1 0.2
H -0.547 -4.169 1.933 0.0 0.0 0.0
H -1.620 -2.754 1.667 0.1 0.0 0.0
H -1.295 -3.339 3.316 0.0 0.0 -0.1
H 0.194 -3.331 -0.041 -0.1 -0.1 0.0
H 1.515 -2.452 -1.862 0.0 0.0 -0.1
H 3.349 -1.807 -3.122 0.0 0.0 0.0
H 1.989 -0.671 -3.369 0.0 0.0 0.0
H 3.664 -0.130 -3.629 -0.1 -0.1 0.0
H 0.003 1.815 2.768 0.0 0.0 0.0
H -1.554 2.585 2.451 0.0 0.0 0.1
H -1.627 0.140 1.928 0.2 0.0 0.0
H -0.304 0.373 0.760 0.0 0.0 0.1
```
Forces are in eV/Å.

- ΔE to the lowest compared entry with this formula, charge and spin (kJ/mol) = 139.6
- HOMO energy (eV) = -8.15

---

One value per record, in order, for energy: -2103.77637; -18102.52066; -4155.82044; -1547.28483 Eh.